{"formula": "C3H3N4", "method": "ωB97M-V/def2-TZVPD", "total_charge": 1, "max_force_ev_per_a": 3.9, "orbital_gap_ev": 10.79, "de_lowest_kcal_mol": 14.59, "molar_mass_g_mol": 95.08, "total_energy_ha": -334.78347, "symbols": ["H", "H", "C", "N", "H", "C", "N", "N", "C", "N"], "xyz": [[-1.772, 1.703, 0.375], [-0.947, -2.100, -0.636], [3.315, 0.606, 0.074], [1.698, -1.327, 0.171], [-3.209, 0.752, 0.333], [2.440, -0.461, 0.102], [-2.221, 0.824, 0.189], [-1.469, -1.362, -0.372], [-1.663, -0.257, -0.169], [3.828, 1.620, -0.067]], "forces_ev_per_angstrom": [[0.4, 0.1, 0.0], [1.8, -3.3, -1.1], [-0.4, 0.2, -0.3], [-0.6, -0.4, -0.1], [-0.7, 0.2, 0.1], [0.4, -0.1, 0.3], [-0.2, 1.0, 0.1], [-0.5, 2.0, 0.4], [-0.8, -0.1, 0.5], [0.5, 0.3, 0.1]], "lowdin_charge": [0.1604, 0.0943, -0.1747, 0.1814, 0.1621, -0.1887, 0.2495, 0.4092, -0.1240, 0.2306]}